# 1
Computed, not measured: a structure of composition C7H17BaF3NO14S3 in a non-equilibrium geometry, with wB97M-V/def2-TZVPD.

```
! wB97M-V def2-TZVPD RIJCOSX def2/J DEFGRID3
* xyz -3 1
Ba 0.01 0.59 -0.45
S 1.95 2.84 1.09
O 0.62 2.99 0.53
O 2.40 1.58 0.39
O 2.84 3.99 0.92
O 1.80 2.49 2.51
S -2.86 2.71 -0.63
O -2.90 3.43 0.62
O -4.07 2.79 -1.47
O -1.74 3.28 -1.29
O -2.52 1.29 -0.58
C -1.48 -0.64 4.42
F -1.86 -0.36 5.66
F -0.41 -1.40 4.37
F -2.49 -1.20 3.78
S -1.03 0.97 3.46
O -0.18 1.61 4.44
O -0.35 0.51 2.30
O -2.27 1.68 3.20
C 0.55 1.83 -3.92
C -0.91 1.48 -3.88
O -1.33 0.43 -3.01
O 1.07 2.01 -2.63
H 0.70 2.68 -4.58
H 1.25 1.05 -4.20
H -1.26 1.29 -4.90
H -1.43 2.37 -3.54
H -2.17 0.68 -2.62
H 1.63 2.78 -2.55
C -0.51 -3.99 1.03
C 0.04 -2.65 0.68
C 1.51 -2.66 0.30
O 2.03 -1.45 -0.20
C 3.35 -1.71 -0.80
N -0.73 -2.08 -0.39
H -0.52 -4.59 0.12
H -1.46 -3.74 1.50
H -0.05 -4.43 1.91
H -0.12 -1.99 1.53
H 1.75 -3.46 -0.40
H 2.11 -2.70 1.21
H 3.29 -2.41 -1.63
H 4.00 -2.04 0.01
H 4.01 -0.87 -1.04
H -1.69 -2.26 -0.14
H -0.57 -2.73 -1.14
*
```

As for the molar mass: 629.73 Da. The value obtained for the LUMO energy is 5.18 eV. The HOMO energy comes out at 2.08 eV. As for the HOMO-LUMO gap: 3.1 eV.

# 2
Computed, not measured: a structure of composition C31H36N5O2Sc in a non-equilibrium geometry, with wB97M-V/def2-TZVPD.

```
! wB97M-V def2-TZVPD RIJCOSX def2/J DEFGRID3
* xyz 0 1
Sc -0.02 -0.14 0.42
N 2.55 0.14 0.83
N 2.58 0.66 2.14
C 1.45 0.52 2.94
O 1.54 0.62 4.14
O 0.35 0.32 2.24
H 3.07 -0.73 0.78
H 2.99 0.81 0.21
H 3.45 0.57 2.65
C -5.42 -2.49 -0.24
C -4.19 -2.84 -0.76
C -3.15 -1.93 -0.76
C -3.34 -0.67 -0.25
C -4.57 -0.30 0.28
C -5.61 -1.21 0.29
N -2.20 0.22 -0.25
N -2.51 1.42 -0.27
C -1.45 2.36 -0.28
C -1.88 3.68 -0.32
C -0.95 4.70 -0.35
C 0.40 4.38 -0.36
C 0.80 3.05 -0.32
C -0.09 1.99 -0.29
H -6.24 -3.20 -0.22
H -4.03 -3.84 -1.15
H -2.17 -2.21 -1.13
H -4.69 0.70 0.70
H -6.56 -0.93 0.71
H -2.95 3.88 -0.31
H -1.26 5.74 -0.38
H 1.15 5.16 -0.38
H 1.87 2.85 -0.30
C -3.25 -1.83 3.68
C -2.39 -2.73 2.82
C -2.46 -4.12 2.92
C -1.65 -4.91 2.11
C -1.71 -6.41 2.21
C -0.78 -4.32 1.19
C -0.70 -2.93 1.05
C -1.52 -2.17 1.91
N 0.06 -2.23 0.11
C 0.85 -2.87 -0.93
C 1.28 -1.73 -1.87
C 2.16 -2.22 -3.02
C 1.37 -3.25 -3.85
C 0.94 -4.41 -2.94
C 2.19 -5.08 -2.35
C 3.00 -4.06 -1.54
C 3.41 -2.90 -2.45
C 2.13 -3.53 -0.39
C 0.06 -3.86 -1.80
H -3.83 -2.41 4.40
H -3.94 -1.25 3.07
H -2.63 -1.12 4.24
H -3.14 -4.58 3.63
H -2.39 -6.73 3.00
H -0.72 -6.83 2.42
H -2.05 -6.85 1.27
H -0.18 -4.98 0.59
H -1.49 -1.09 1.88
H 1.84 -0.97 -1.30
H 0.38 -1.25 -2.28
H 2.44 -1.38 -3.65
H 1.99 -3.62 -4.67
H 0.49 -2.78 -4.29
H 0.37 -5.14 -3.51
H 2.80 -5.50 -3.15
H 1.89 -5.92 -1.70
H 3.89 -4.54 -1.13
H 4.04 -3.26 -3.27
H 4.01 -2.17 -1.89
H 2.68 -2.77 0.18
H 1.90 -4.33 0.30
H -0.34 -4.69 -1.21
H -0.79 -3.33 -2.23
*
```

As for the molar mass: 555.62 Da. The value obtained for the LUMO energy is -0.82 eV. The HOMO energy comes out at -7.21 eV. As for the HOMO-LUMO gap: 6.4 eV.

# 3
Computed, not measured: a structure of composition C33H40N4P2W in a non-equilibrium geometry, with wB97M-V/def2-TZVPD.

```
! wB97M-V def2-TZVPD RIJCOSX def2/J DEFGRID3
* xyz 2 3
W 1.68 0.36 1.58
C 2.92 -2.52 1.93
C 2.45 -1.65 0.92
C 1.15 -2.00 0.22
C 0.15 -0.92 0.49
C -0.22 -0.67 1.93
C 0.42 -1.37 2.96
C 0.60 -2.86 2.91
C 2.06 -3.38 2.73
C 1.32 1.29 3.37
H 3.98 -2.52 2.17
H 3.24 -1.24 0.27
H 0.76 -2.99 0.48
H 1.32 -2.05 -0.86
H 0.64 0.10 0.08
H -0.74 -0.99 -0.13
H -1.07 -0.01 2.12
H 0.31 -0.97 3.98
H -0.08 -3.37 2.20
H 0.28 -3.25 3.89
H 2.50 -3.52 3.74
H 1.99 -4.41 2.34
H 1.60 0.87 4.34
H 0.30 1.69 3.40
H 2.05 2.10 3.13
P -2.00 1.49 0.15
P 0.50 0.06 -2.44
N -3.58 0.81 0.67
N -2.79 3.02 -0.33
N -0.41 -1.22 -3.23
N 1.17 0.56 -4.03
C -2.11 0.76 -1.54
C -0.94 1.24 -2.43
C -3.98 0.77 2.01
C -5.25 0.20 2.10
C -5.68 -0.09 0.77
C -4.65 0.32 -0.08
C -2.46 4.26 0.21
C -3.39 5.21 -0.20
C -4.34 4.53 -1.04
C -3.95 3.20 -1.10
C -0.28 -2.59 -2.94
C -1.15 -3.31 -3.74
C -1.86 -2.37 -4.55
C -1.41 -1.10 -4.21
C 1.05 -0.01 -5.31
C 1.56 0.87 -6.25
C 2.08 2.00 -5.54
C 1.83 1.79 -4.19
H -3.05 1.02 -2.06
H -2.13 -0.35 -1.41
H -1.29 1.44 -3.46
H -0.51 2.19 -2.06
H -3.32 1.14 2.78
H -5.80 0.00 3.01
H -6.61 -0.53 0.46
H -4.61 0.27 -1.15
H -1.55 4.35 0.79
H -3.40 6.26 0.07
H -5.21 4.97 -1.53
H -4.38 2.40 -1.68
H 0.38 -2.92 -2.16
H -1.29 -4.38 -3.73
H -2.64 -2.56 -5.27
H -1.75 -0.13 -4.54
H 0.60 -0.98 -5.46
H 1.57 0.70 -7.32
H 2.60 2.85 -5.96
H 2.04 2.39 -3.31
C 5.74 -0.69 4.35
C 5.88 0.09 3.19
C 4.75 0.43 2.43
C 3.47 -0.02 2.81
C 3.36 -0.74 4.02
C 4.48 -1.12 4.77
H 6.63 -0.97 4.92
H 6.87 0.42 2.87
H 4.87 1.06 1.54
H 2.39 -0.97 4.46
H 4.36 -1.73 5.67
*
```

As for the molar mass: 738.50 Da. The value obtained for the LUMO energy (alpha / beta) is -8.78 / -9.30 eV. The HOMO energy (alpha / beta) comes out at -12.38 / -12.37 eV. As for the HOMO-LUMO gap (alpha / beta): 3.6 / 3.1 eV.

Among the records above, which one has the lowest molar mass? C31H36N5O2Sc

Among the records above, which one has the highest molar mass? C33H40N4P2W

Look up the molar mass of the third one. 738.50 Da